Entry 1:
12
Properties=species:S:1:pos:R:3:nbo_charge:R:1 method="wB97M-V/def2-TZVPD" e_homo_ev=-8.8232 e_lumo_ev=-0.5
N -0.2438 -0.0790 1.0367 -0.44
N -1.8946 1.6130 -0.1105 -0.65
N -0.9054 1.0638 -0.9441 -0.19
C -0.1448 0.2209 -0.3490 0.29
C 1.5480 -1.2144 0.1015 -0.28
C 0.7335 -0.8772 1.2759 0.09
C 1.0317 -0.5295 -0.9309 -0.21
H 0.9336 -1.2367 2.2795 0.19
H 2.3968 -1.8870 0.1256 0.22
H -2.7064 1.0049 -0.0350 0.37
H -2.1851 2.4927 -0.5099 0.36
H 1.4364 -0.5716 -1.9399 0.23

Entry 2:
12
Properties=species:S:1:pos:R:3:nbo_charge:R:1 method="wB97M-V/def2-TZVPD" e_homo_ev=-9.1736 e_lumo_ev=0.8
N 1.4203 1.6425 0.2945 -0.37
N -2.2100 0.3502 -0.1108 -0.85
N 2.1129 -1.5525 0.0182 -0.37
C 0.2862 1.6852 0.5107 0.11
C -1.1547 -0.5168 -0.1264 0.08
C 2.7243 -0.5827 -0.0886 0.12
C -0.5030 -1.5148 0.0041 -0.25
H -0.7632 1.7649 0.7086 0.24
H -2.1719 1.0842 -0.8088 0.38
H 0.0197 -2.4346 0.0539 0.26
H -3.0116 -0.2473 -0.2833 0.40
H 3.2572 0.3338 -0.1671 0.25

Entry 3:
12
Properties=species:S:1:pos:R:3:nbo_charge:R:1 method="wB97M-V/def2-TZVPD" e_homo_ev=-9.4560 e_lumo_ev=0.8
N 1.4723 0.3401 0.4612 -0.39
N 1.5424 0.5572 -0.9057 -0.01
N 0.4619 0.3205 -1.4465 -0.21
C -1.1444 -0.5066 1.3370 -0.41
C -1.9070 -0.0956 0.0088 -0.42
C -0.3479 -0.3460 -0.5727 0.06
C 0.2675 -0.3777 0.6605 0.07
H 2.3459 0.1353 0.8772 0.41
H -1.5218 -1.4845 1.8121 0.23
H -2.1650 1.1197 0.2428 0.23
H -1.3465 0.3846 2.0857 0.22
H -2.8573 -0.7247 -0.3825 0.24

Entry 4:
12
Properties=species:S:1:pos:R:3:nbo_charge:R:1 method="wB97M-V/def2-TZVPD" e_homo_ev=-9.1182 e_lumo_ev=0.6
N -0.0088 0.0976 -0.1711 -0.29
N -2.1167 -0.6693 -0.0198 -0.18
N -0.9966 -1.1072 -0.2508 -0.03
C 1.9268 -1.1001 0.1862 -0.34
C -2.1644 0.6284 0.2295 -0.18
C -0.8396 1.1304 0.0346 0.00
C 1.3475 0.0068 -0.2636 -0.04
H -0.4318 2.1908 0.2647 0.23
H 1.7273 0.6939 -1.0158 0.21
H -3.0971 1.0947 0.1037 0.22
H 3.0568 -1.2137 0.0383 0.20
H 1.5967 -1.7523 0.8641 0.20

Entry 5:
12
Properties=species:S:1:pos:R:3:nbo_charge:R:1 method="wB97M-V/def2-TZVPD" e_homo_ev=-9.5655 e_lumo_ev=-0.1
N -1.8345 0.6749 1.6088 -0.85
N -0.8241 1.1158 -0.3924 -0.37
N 0.1115 -0.7463 0.9200 -0.47
C 1.0789 -1.1566 0.1552 0.14
C 1.4766 -0.4569 -1.0391 -0.38
C -0.6889 0.3519 0.6128 0.51
C 0.6761 0.6135 -1.3382 0.03
H -2.4387 -0.1384 1.5430 0.36
H 2.3541 -0.8417 -1.6032 0.24
H -2.4884 1.4650 1.3828 0.38
H 1.5815 -2.0870 0.4616 0.20
H 0.9097 1.2042 -2.2298 0.20

Entry 6:
12
Properties=species:S:1:pos:R:3:nbo_charge:R:1 method="wB97M-V/def2-TZVPD" e_homo_ev="-9.1532 / -9.1540" e_lumo_ev="0.5 / 0.5"
N -1.2016 -0.2094 0.7444 -0.35
N -0.6774 -1.5334 -1.1095 -0.55
N 1.1742 -0.2699 -0.1718 -0.64
C 0.2787 -1.4703 -0.1967 0.33
C 0.1833 0.7928 -0.4798 -0.14
C -0.9262 -0.2724 -0.5510 0.37
C -0.4972 1.0900 0.8547 -0.27
H 1.7595 -0.4588 -0.9821 0.38
H 0.4971 -2.2465 0.5353 0.22
H 0.4867 1.5535 -1.2046 0.22
H -1.2637 1.8579 0.8559 0.21
H 0.1867 1.1664 1.7054 0.22